125
Properties=species:S:1:pos:R:3:lowdin_charge:R:1 method="wB97M-V/def2-TZVPD" energy_ev=-236921.545 orbital_gap_ev=6.25 smiles="CCNc1c(Br)c(CC(=O)Br)c(CCCCCCCCOC)c2c1C(=O)C([PH2]=O)=C(CC(=O)F)C2=O.CN(C)P(=O)(N(C)C)N(C)C.CN(C)P(=O)(N(C)C)N(C)C" lumo_ev=-2.00 e_homo_ev=-8.25
C -7.799 2.130 -3.241 -0.10
C -6.906 2.452 -1.950 -0.26
N -7.157 1.477 -0.799 -0.06
C -5.806 1.330 -0.174 -0.17
C -5.453 2.400 0.914 -0.43
Br -6.825 3.769 1.384 0.71
C -4.039 2.327 1.565 -0.15
C -3.701 3.421 2.678 -0.14
C -3.822 2.866 4.189 -0.67
O -3.306 3.441 5.184 -0.04
Br -4.861 1.200 4.631 0.64
C -3.040 1.183 1.126 -0.05
C -1.624 1.151 1.850 -0.15
C -0.472 2.049 1.182 -0.18
C -0.880 2.842 -0.150 -0.20
C -0.633 1.984 -1.513 -0.18
C -0.974 2.842 -2.848 -0.21
C 0.256 3.725 -3.380 -0.21
C 1.390 2.904 -4.159 -0.17
C 1.012 2.501 -5.666 -0.22
O 2.265 2.269 -6.389 -0.25
C 2.112 1.235 -7.385 -0.15
C -3.433 0.116 0.072 0.03
C -4.859 0.185 -0.619 0.03
C -5.200 -0.911 -1.713 -0.25
O -6.019 -0.752 -2.671 0.00
C -4.449 -2.331 -1.666 -0.16
P -5.316 -3.823 -2.454 0.77
O -6.077 -4.702 -1.446 -0.47
C -3.186 -2.358 -1.026 -0.07
C -2.360 -3.751 -0.881 -0.02
C -1.479 -3.977 -2.189 -0.31
O -1.547 -4.991 -2.900 0.09
F -0.598 -2.898 -2.559 0.02
C -2.477 -1.077 -0.361 -0.23
O -1.232 -1.127 -0.197 0.05
H -7.747 3.049 -3.943 0.08
H -8.892 1.916 -2.991 0.08
H -7.321 1.268 -3.833 0.07
H -7.023 3.508 -1.535 0.08
H -5.804 2.261 -2.257 0.12
H -7.466 0.575 -1.190 0.10
H -4.362 4.356 2.633 0.10
H -2.618 3.749 2.528 0.13
H -1.797 1.550 2.924 0.11
H -1.244 0.072 1.986 0.08
H 0.419 1.345 0.956 0.12
H -0.125 2.824 1.950 0.11
H -0.133 3.726 -0.237 0.11
H -1.918 3.332 -0.123 0.11
H 0.502 1.759 -1.584 0.11
H -1.248 1.025 -1.551 0.09
H -1.218 2.082 -3.680 0.11
H -1.907 3.495 -2.647 0.11
H 0.723 4.393 -2.556 0.11
H -0.187 4.475 -4.145 0.11
H 2.344 3.555 -4.237 0.12
H 1.637 1.939 -3.600 0.11
H 0.457 3.318 -6.251 0.13
H 0.382 1.532 -5.714 0.12
H 3.015 1.343 -8.100 0.10
H 2.157 0.166 -6.941 0.10
H 1.159 1.332 -8.022 0.09
H -4.261 -4.570 -3.115 0.03
H -6.158 -3.279 -3.493 0.03
H -1.689 -3.731 0.058 0.12
H -3.132 -4.587 -0.688 0.14
C 5.423 1.997 0.825 -0.14
N 4.918 1.804 -0.527 -0.30
C 4.066 0.611 -0.540 -0.14
P 5.737 2.122 -2.025 0.77
O 4.421 2.414 -2.765 -0.31
N 6.205 3.796 -2.041 -0.34
C 6.323 4.614 -0.844 -0.15
C 5.641 4.631 -3.107 -0.15
N 7.288 1.741 -1.246 -0.27
C 8.485 2.283 -1.935 -0.13
C 7.515 0.274 -1.216 -0.14
H 6.186 1.263 1.109 0.07
H 4.609 1.909 1.553 0.08
H 5.829 2.989 0.997 0.05
H 4.648 -0.309 -0.422 0.06
H 3.505 0.526 -1.473 0.07
H 3.323 0.644 0.263 0.07
H 5.350 4.764 -0.359 0.09
H 6.732 5.599 -1.080 0.08
H 7.034 4.187 -0.135 0.07
H 4.607 4.923 -2.880 0.08
H 5.657 4.110 -4.065 0.07
H 6.227 5.545 -3.245 0.08
H 8.496 2.002 -2.993 0.09
H 9.403 1.912 -1.467 0.08
H 8.557 3.367 -1.866 0.07
H 7.475 -0.153 -2.224 0.08
H 6.777 -0.240 -0.603 0.06
H 8.486 0.035 -0.775 0.08
C -1.043 -5.100 6.774 -0.14
N -1.499 -5.314 5.408 -0.31
C -2.319 -6.529 5.375 -0.14
P -0.641 -4.983 3.936 0.77
O -1.940 -4.729 3.150 -0.32
N -0.214 -3.298 3.920 -0.34
C -0.154 -2.467 5.112 -0.14
C -0.764 -2.488 2.831 -0.16
N 0.894 -5.319 4.767 -0.27
C 2.098 -4.751 4.111 -0.13
C 1.157 -6.779 4.814 -0.14
H -0.271 -5.812 7.088 0.07
H -1.878 -5.206 7.476 0.09
H -0.669 -4.098 6.953 0.05
H -1.717 -7.433 5.517 0.06
H -2.847 -6.633 4.424 0.07
H -3.088 -6.511 6.153 0.08
H -1.144 -2.336 5.566 0.09
H 0.239 -1.473 4.879 0.08
H 0.546 -2.869 5.847 0.07
H -1.812 -2.220 3.023 0.09
H -0.705 -3.018 1.878 0.05
H -0.198 -1.561 2.700 0.07
H 2.150 -5.038 3.056 0.09
H 3.010 -5.095 4.611 0.08
H 2.140 -3.665 4.174 0.07
H 1.160 -7.214 3.809 0.08
H 0.413 -7.308 5.408 0.06
H 2.120 -6.990 5.288 0.08